# C6H13O2

2 unconnected molecules or ions with the total composition C6H13O2 (ωB97M-V/def2-TZVPD, OMol25).

```
21
C6H13O2 ωB97M-V/def2-TZVPD
C -1.1920 2.5264 0.3473
C -0.5877 1.8162 1.6649
O -1.3607 1.8128 2.6301
O 0.4609 1.2285 1.4813
H -0.5964 3.4666 0.2595
H -2.2909 2.7403 0.4022
H -1.2058 1.8264 -0.4977
C 0.7531 -1.4031 -1.0639
C -0.7128 -1.8226 -0.7970
C 1.5751 -2.6896 -0.8339
C 1.0346 -0.9670 -2.5847
H 0.8798 -0.4361 -0.4001
H -1.0000 -0.9584 -0.0891
H 1.2579 -3.2146 0.0990
H 1.4173 -3.3192 -1.7381
H 2.5602 -2.4372 -0.5066
H 0.9929 0.1253 -2.5443
H 2.0399 -1.1840 -2.9651
H -0.9330 -2.7410 -0.3611
H -1.3785 -1.6630 -1.6558
H 0.2339 -1.2978 -3.2911
```

Summary:
HOMO energy: -3.82 eV
LUMO: 3.444 eV
ΔE to the lowest compared entry with this formula, charge and spin: 38.9 kcal per mole
Total charge: -1
Kohn-Sham gap: 7.3 eV

Atomic partial charges in e from the Löwdin method, atoms 1 to 5: C -0.065; C -0.840; O -0.100; O -0.081; H 0.051